# 1
The following is a quantum chemistry calculation of 2 unconnected molecules or ions with the total composition C6H12, from the Open Molecules 2025 dataset.

Geometry as XYZ:
```
18
Properties=species:S:1:pos:R:3:forces:R:3:nbo_charge:R:1
C -0.625 1.782 -0.496 -0.06 0.03 -0.11 -0.643
C -0.322 0.319 -0.321 0.25 -0.02 0.24 0.026
C -1.038 -0.422 0.789 -0.06 0.01 0.19 -0.437
C 0.141 -1.033 1.550 -0.02 -0.09 0.21 -0.390
C 1.233 -1.251 0.473 -0.02 -0.20 0.07 -0.436
C 0.747 -0.418 -0.679 -0.06 0.15 0.16 -0.207
H -0.387 2.193 0.499 -0.13 0.06 -0.21 0.220
H -1.670 2.042 -0.691 0.08 -0.18 -0.09 0.215
H 0.026 2.296 -1.205 -0.16 -0.18 0.02 0.223
H -0.357 0.570 -2.615 0.08 0.08 -0.51 0.016
H -1.662 -1.201 0.327 0.04 0.17 0.16 0.204
H -1.699 0.209 1.390 0.18 -0.05 0.10 0.202
H 0.474 -0.284 2.278 0.09 -0.23 -0.01 0.199
H -0.106 -1.949 2.088 -0.01 0.06 0.03 0.209
H 2.178 -0.782 0.792 -0.13 -0.33 -0.03 0.208
H 1.463 -2.298 0.252 -0.19 -0.01 0.02 0.202
H 0.353 0.732 -2.754 -0.24 0.17 -0.54 -0.018
H 1.270 -0.437 -1.624 0.36 0.57 0.30 0.208
```
Forces are in eV/Å.

Values from the calculation:
Energy (eV): -6414.175
HOMO level (eV): -8.25
Frontier orbital gap (eV): 9.44
ΔE to the lowest compared entry with this formula, charge and spin (kJ/mol): 266.8
SMILES string: CC1=CCCC1.[H][H]
Multiplicity: 1
LUMO energy (eV): 1.19

=====

# 2
The following is a quantum chemistry calculation of 2 unconnected molecules or ions with the total composition C8H19BrN in a non-equilibrium geometry, from the Open Molecules 2025 dataset.

Geometry as XYZ:
```
29
Properties=species:S:1:pos:R:3:forces:R:3:nbo_charge:R:1
C 1.703 -1.899 -0.163 -3.18 -1.25 0.35 -0.619
C 1.136 -0.358 2.863 -1.90 1.50 1.85 -0.630
C -1.289 -0.486 2.282 -2.04 4.64 -1.15 -0.642
C -1.663 1.045 -0.517 1.14 1.23 0.46 -0.402
C -0.463 1.327 -4.480 -2.06 -0.38 -2.88 -0.851
C 0.311 -1.188 -0.167 1.60 1.04 -1.79 -0.207
C 0.061 0.230 1.959 -1.85 -2.61 2.10 -0.049
C -0.403 1.229 -0.167 0.99 0.12 -0.90 0.067
N 0.409 0.199 0.496 0.52 -0.54 0.65 -0.445
Br 0.535 2.774 -0.842 -0.22 -0.64 1.11 0.158
H 1.934 -2.402 0.762 -0.05 0.04 0.52 0.226
H 1.548 -2.734 -0.890 1.02 1.07 0.05 0.261
H 2.365 -1.104 -0.293 1.87 0.52 -1.16 0.208
H 1.232 -1.382 2.691 0.24 -1.74 0.08 0.217
H 2.050 0.125 2.753 1.91 0.84 -0.39 0.219
H 0.849 -0.129 3.972 0.28 -0.70 -2.07 0.264
H -1.295 -1.476 2.603 0.33 -1.62 0.48 0.230
H -2.004 -0.325 1.379 1.08 -0.62 1.68 0.222
H -1.769 0.229 3.082 0.75 -1.83 -1.21 0.252
H -2.112 2.001 -0.610 -0.94 0.44 -1.12 0.255
H -1.190 0.453 -4.556 0.65 1.33 -0.19 0.212
H -2.195 0.155 -0.686 -0.59 -1.02 0.48 0.243
H 0.370 1.102 -5.133 0.31 -0.13 0.06 0.224
H -0.897 2.303 -4.867 0.24 -1.32 0.76 0.230
H -0.180 1.366 -3.493 0.86 0.48 2.26 0.185
H -0.434 -1.734 0.360 -0.86 -0.35 -0.10 0.234
H 0.108 -0.914 -1.272 -0.21 -0.80 1.92 0.243
H -0.130 1.211 2.285 0.27 1.61 -0.47 0.235
H 1.410 0.381 0.649 -0.15 0.70 -1.40 0.459
```
Forces are in eV/Å.

Values from the calculation:
Energy (eV): -80127.379
HOMO level (eV): -13.69
Net charge: +1
Frontier orbital gap (eV): 10.20
ΔE to the lowest compared entry with this formula, charge and spin (kJ/mol): 107.9
Multiplicity: 1
LUMO energy (eV): -3.50